# 1
Density functional theory data (ωB97M-V with the def2-TZVPD basis set) for a molecular structure, C24H37BN6O4PtSTe.

Last column: Löwdin charge in e.
Positions of all 75 atoms, in Å:
Pt1 -0.5960 0.5633 0.3879  0.686
Te1 1.3199 -1.2793 0.3021  0.983
S1 -3.4881 1.4467 -0.1763  0.641
O1 0.8140 1.8194 2.7682  0.080
O2 -0.0662 -0.7476 -3.9834  0.087
O3 0.2431 3.4536 1.3002  0.134
O4 -0.9741 -0.5908 -1.9882  -0.052
N1 2.9794 -0.1237 -5.4717  0.153
N2 2.8561 1.8309 -6.7269  0.163
N3 0.9591 0.8852 -5.6872  0.013
N4 -3.0397 0.3757 2.2042  -0.076
N5 -0.6340 2.0282 -1.7509  0.005
N6 -2.5534 -1.0023 0.3540  -0.113
C1 -1.4313 2.0657 -4.0868  -0.135
C2 0.9903 3.9960 2.2918  -0.209
C3 -2.7597 0.2786 0.8546  -0.991
C4 1.4027 5.2986 2.4824  0.001
C5 -3.0492 -2.1842 1.0311  -0.059
C6 -0.0749 -5.8182 4.6528  -0.053
C7 0.0048 1.8326 -6.2091  -0.219
C8 2.5619 4.5510 4.4743  -0.097
C9 -2.0933 -0.1101 3.1973  -0.090
C10 2.2058 0.8915 -5.9657  -0.509
C11 -0.5207 -0.0472 -2.9710  -0.512
C12 1.3488 2.9845 3.1935  -0.207
C13 2.2010 5.5552 3.5873  -0.100
C14 2.1362 3.2417 4.2984  0.008
C15 -0.1262 -4.8949 2.3213  -0.028
C16 0.6574 -3.4814 4.0592  -0.020
C17 0.9365 -2.4750 3.1432  -0.330
C18 0.1458 -4.7076 3.6688  -0.275
C19 -1.3516 1.5904 -5.5400  -0.182
C20 -0.1333 -4.2002 -0.0645  -0.107
C21 -0.4144 1.4794 -3.0786  -0.288
C22 1.5357 -1.2012 3.6448  -0.093
C23 0.6971 -2.6979 1.7856  -0.503
C24 0.1434 -3.9151 1.3788  -0.351
B1 0.1232 2.0831 1.5682  -0.639
H1 -2.4333 1.8431 -3.7097  0.122
H2 -1.5873 0.5267 -5.6014  0.114
H3 0.6089 1.7096 -3.3983  0.149
H4 2.5377 -0.6957 -4.7690  0.101
H5 -0.2184 2.9436 -1.6344  0.094
H6 -1.5773 0.7294 3.6674  0.084
H7 -2.2564 -2.6720 1.6004  0.070
H8 1.3151 -1.0658 4.7014  0.081
H9 -2.1143 2.1331 -6.1045  0.114
H10 -1.3093 3.1528 -4.0642  0.120
H11 -2.6070 -0.6966 3.9633  0.087
H12 -2.6084 -1.0280 -0.6574  0.081
H13 1.1551 -0.3382 3.1025  0.011
H14 -0.1133 1.6932 -7.2941  0.120
H15 0.8023 -4.4143 -0.5836  0.078
H16 -1.0366 -6.3012 4.4868  0.077
H17 0.3235 2.8720 -6.0390  0.122
H18 -0.5923 -3.3437 -0.5560  0.035
H19 2.2914 2.3725 -7.3607  0.092
H20 0.3438 -0.1464 -4.7204  0.044
H21 2.5507 6.5630 3.7602  0.099
H22 -0.0392 -5.4533 5.6766  0.072
H23 1.1107 6.0826 1.8008  0.116
H24 -1.6360 2.1158 -1.5807  -0.028
H25 -0.7863 -5.0646 -0.1612  0.075
H26 0.7026 -6.5737 4.5309  0.082
H27 -3.4321 -2.8954 0.2999  0.096
H28 2.4076 2.4584 4.9876  0.117
H29 3.9579 0.0607 -5.3256  0.100
H30 3.1846 4.7914 5.3229  0.099
H31 3.7729 1.6012 -7.0690  0.099
H32 -3.8495 -1.9052 1.7183  0.091
H33 -1.3405 -0.7349 2.7145  0.051
H34 -0.5378 -5.8386 1.9918  0.115
H35 2.6173 -1.2257 3.5123  0.088
H36 0.8703 -3.3084 5.1056  0.112
H37 -3.4332 1.2781 2.4363  0.103

## Properties
**Strongest force on any atom**: 0.04422 Eh/bohr
**HOMO energy**: -0.244 Eh
**Energy**: -2376.71785 hartree

=====

# 2
Density functional theory data (ωB97M-V with the def2-TZVPD basis set) for 2 unconnected molecules or ions with the total composition C2H6O.

Last column: Löwdin charge in e.
Positions of all 9 atoms, in Å:
O1 1.5382 -0.4938 0.0721  -0.023
C1 0.3970 0.0916 0.3113  -0.352
C2 -0.8991 -0.5729 -0.0443  -0.117
H1 -1.7888 -0.1435 0.5776  0.121
H2 -0.0491 2.1409 -0.9899  0.038
H3 2.2261 0.2021 -0.0961  0.138
H4 -0.9051 -1.5985 0.0336  0.038
H5 0.5604 0.8597 1.2035  0.119
H6 -1.0797 -0.4857 -1.0678  0.039

## Properties
**Strongest force on any atom**: 0.09401 Eh/bohr
**HOMO energy (spin up / spin down)**: -0.269 / -0.346 Eh
**Energy**: -154.85206 hartree

=====

# 3
Density functional theory data (ωB97M-V with the def2-TZVPD basis set) for 4 unconnected molecules or ions with the total composition C5H13N3O10S.

Last column: Löwdin charge in e.
Positions of all 32 atoms, in Å:
S1 19.2126 -6.5558 10.9110  0.739
O1 20.5210 -6.0836 10.4392  -0.258
O2 19.4455 -7.5311 12.1742  -0.194
O3 18.7393 -7.8099 9.9240  -0.191
O4 10.6592 -15.5899 4.6392  0.081
O5 14.1070 -7.4182 8.2398  0.074
O6 19.0667 -0.9636 4.0603  0.066
O7 19.2572 -2.4261 5.5426  0.054
O8 18.1709 -5.5304 11.1164  -0.247
O9 13.4888 -9.4821 8.1063  0.029
O10 9.8088 -14.7269 6.4048  0.041
N1 14.0048 -8.4567 7.6267  -0.437
N2 10.6898 -15.3509 5.7992  -0.448
N3 19.4986 -1.3180 5.1150  -0.459
C1 18.9545 -9.0624 10.5409  -0.212
C2 14.7254 -8.5859 6.3240  0.041
C3 20.3064 -0.3543 5.9992  0.060
C4 11.9051 -15.8332 6.5805  0.048
C5 19.0328 -8.8823 12.0312  -0.166
H1 19.6077 -9.6709 12.5166  0.140
H2 19.6053 0.4275 6.2914  0.095
H3 14.9846 -7.5932 5.9560  0.099
H4 15.5495 -9.2796 6.4904  0.100
H5 12.1026 -15.0952 7.3580  0.092
H6 19.8199 -9.4881 10.0330  0.131
H7 12.7482 -15.9380 5.8978  0.090
H8 20.8745 -0.7886 6.8218  0.095
H9 20.9788 0.0936 5.2675  0.088
H10 18.1598 -9.7881 10.3677  0.130
H11 18.0206 -9.0367 12.4050  0.129
H12 14.0583 -9.0907 5.6254  0.095
H13 11.7107 -16.8180 7.0053  0.095

## Properties
**Strongest force on any atom**: 0.07465 Eh/bohr
**HOMO energy**: -0.400 Eh
**Energy**: -1512.80438 hartree
**SMILES string**: C[N+](=O)[O-].C[N+](=O)[O-].C[N+](=O)[O-].O=S1(=O)OCCO1

=====

# 4
Density functional theory data (ωB97M-V with the def2-TZVPD basis set) for C6H10OS in the gas phase.

Last column: Löwdin charge in e.
Positions of all 18 atoms, in Å:
S1 1.4382 1.5913 -0.4439  0.833
O1 -3.3093 -0.2282 0.0352  0.062
C1 -1.5990 0.8123 -1.2176  0.054
C2 -1.1213 -0.3795 0.9432  -0.050
C3 1.1574 -0.1462 -0.2489  -0.751
C4 2.4342 -0.9356 0.0042  -0.149
C5 0.2179 -0.3522 0.9523  -0.122
C6 -2.0123 0.0812 -0.1139  -0.400
H1 -1.6353 -0.3555 1.8572  0.096
H2 1.8318 1.6287 0.7522  -0.159
H3 2.0961 -1.9982 0.1104  0.098
H4 3.2201 -0.8468 -0.8293  0.102
H5 0.7819 -0.7539 1.8339  0.123
H6 -0.7601 1.4297 -1.1788  -0.049
H7 0.5737 -0.5787 -1.1143  0.120
H8 -3.7932 0.4808 -0.3075  0.073
H9 -2.4649 1.0689 -1.8620  0.073
H10 2.9441 -0.5182 0.8277  0.045

## Properties
**Strongest force on any atom**: 0.07990 Eh/bohr
**HOMO energy**: -0.312 Eh
**Energy**: -707.95792 hartree
**SMILES string**: C=C(O)/C=C\[C@H](C)S

=====

# 5
Density functional theory data (ωB97M-V with the def2-TZVPD basis set) for a molecular structure, C5H12O.

Last column: Löwdin charge in e.
Positions of all 18 atoms, in Å:
O1 2.9177 0.1624 0.2205  -0.067
C1 0.5929 -0.1414 0.3425  -0.165
C2 1.7474 0.2272 -0.5743  -0.287
C3 -0.7907 -0.1697 -0.2631  -0.556
C4 -1.8153 -0.8089 0.4836  -0.079
C5 -1.1936 0.9604 -1.1742  -0.068
H1 1.6070 1.2415 -0.9807  0.115
H2 -2.8555 -0.6088 0.2541  0.065
H3 -0.3768 -1.2368 -1.5479  0.119
H4 3.6741 0.3521 -0.3460  0.088
H5 0.5372 0.5917 1.1595  0.142
H6 0.8074 -1.1087 0.8073  0.132
H7 -2.1701 0.7655 -1.6237  0.089
H8 -1.1776 -1.3667 -0.6861  0.117
H9 -1.5592 -1.4110 1.3477  0.068
H10 -1.2793 1.8601 -0.5509  0.103
H11 1.7866 -0.4736 -1.4199  0.109
H12 -0.4651 1.1339 -1.9688  0.076

## Properties
**Strongest force on any atom**: 0.00911 Eh/bohr
**HOMO energy**: -0.266 Eh
**Energy**: -272.75595 hartree

=====

# 6
Density functional theory data (ωB97M-V with the def2-TZVPD basis set) for 2 unconnected molecules or ions with the total composition C2H3NO4.

Last column: Löwdin charge in e.
Positions of all 10 atoms, in Å:
O1 -0.6186 0.1046 2.3697  0.054
O2 -1.0231 1.0480 -0.4283  0.110
O3 1.9772 0.0709 -0.0984  0.164
O4 -0.4232 -1.0026 -1.0469  0.073
N1 0.5221 -0.2626 1.6554  0.098
C1 1.2114 -0.0105 0.7492  -0.409
C2 -0.6349 0.2962 -1.2340  -0.431
H1 -1.2516 0.4139 1.7816  0.046
H2 -0.1377 0.6324 -2.2569  0.179
H3 0.3783 -1.2902 -1.4914  0.116

## Properties
**Strongest force on any atom**: 0.09948 Eh/bohr
**HOMO energy**: -0.372 Eh
**Energy**: -433.62513 hartree
**SMILES string**: O=C=NO.O=CO

=====

Question: Look up the energy of the third one.
Answer: -1512.80438 hartree

=====

Question: The highest energy belongs to which entry?
Answer: C2H6O

=====

Question: Which value of energy does entry 5 give?
Answer: -272.75595 hartree

=====

Question: Number 2 is which compound?
Answer: C2H6O